Below is a molecular structure, C5H10N2O at a distorted geometry, with properties calculated with wB97M-V/def2-TZVPD.

XYZ file:
```
18
Properties=species:S:1:pos:R:3:lowdin_charge:R:1
C -0.046 0.461 -0.235 -0.400
H 0.844 -1.658 0.254 0.126
O -0.705 -0.991 -1.909 0.040
C -1.066 -0.136 -0.936 -0.338
C 1.415 -0.716 0.206 -0.224
H -2.910 0.618 -1.678 0.091
H 2.007 0.158 2.024 0.082
N 1.286 0.205 -0.742 0.027
H 0.258 2.282 0.590 0.089
H 0.281 -0.827 -1.979 0.103
N -0.201 1.405 0.804 0.094
H 3.334 -0.117 0.904 0.084
C 2.416 -0.556 1.301 -0.058
C -2.532 0.082 -0.805 -0.012
H 2.637 -1.507 1.788 0.070
H -1.157 1.558 1.095 0.071
H -3.047 -0.880 -0.780 0.086
H -2.814 0.618 0.098 0.070
```

Calculated values
- HOMO level (alpha / beta): -7.5 / -7.5 eV
- Gap between HOMO and LUMO (alpha / beta): 7.86 / 7.86 eV
- ΔE to the lowest compared entry with this formula, charge and spin: 324.9 kJ/mol
- LUMO energy (alpha / beta): 0.401 / 0.401 eV
- Multiplicity: 1